Molecular formula: H21O11
Method: DFT, ωB97M-V/def2-TZVPD

Its largest force on an atom is 3.16 eV Å⁻¹. The value obtained for the energy relative to the best compared isomer or geometry (same formula, charge and spin) is 27.26 kcal per mole. As for the net charge: -1. The HOMO-LUMO gap comes out at 10.53 eV. The total energy comes out at -22865.752 eV.

Each atom is followed by the atoms it is bonded to, with distances in Å.
Geometry (Å):
1 O -5.98500 19.29400 -4.83900  H2 0.983
2 H -6.57200 18.50700 -4.79500  O1 0.983
3 O -7.31600 16.45800 -5.74300  H4 0.977, H5 0.952
4 H -6.71900 16.94000 -6.34800  O3 0.977
5 H -7.96200 17.07000 -5.40600  O3 0.952
6 O -7.77900 20.63700 -3.55700  H7 0.981, H8 0.972
7 H -7.32800 21.40800 -3.15200  O6 0.981
8 H -7.03900 20.09800 -3.88500  O6 0.972
9 O -3.68100 17.56600 -4.43200  H10 0.923, H11 0.961
10 H -4.44600 18.05100 -4.61000  O9 0.923
11 H -3.88300 16.71100 -4.82100  O9 0.961
12 O -8.77700 18.97700 -6.01600  H13 0.949, H14 0.914
13 H -8.20100 19.26300 -5.31800  O12 0.949
14 H -8.52000 19.51400 -6.70900  O12 0.914
15 O -3.83300 20.38200 -5.82800  H16 1.001, H17 0.983
16 H -4.68300 20.01900 -5.44300  O15 1.001
17 H -3.10100 19.72600 -5.79900  O15 0.983
18 O -4.89700 20.61300 -2.77300  H19 0.958, H20 0.946
19 H -5.24200 20.23200 -3.58100  O18 0.958
20 H -4.77600 21.45200 -3.19300  O18 0.946
21 O -6.04300 15.21300 -3.09600  H22 0.947, H23 0.954
22 H -6.03700 16.15800 -3.02800  O21 0.947
23 H -6.91700 15.02300 -3.42900  O21 0.954
24 O -6.75200 21.03500 -6.68300  H25 0.992, H26 0.925
25 H -6.69200 20.41900 -5.90800  O24 0.992
26 H -6.11700 20.85600 -7.33100  O24 0.925
27 O -6.68800 17.76800 -1.73800  H28 0.988, H29 0.940
28 H -6.80100 18.62500 -2.21700  O27 0.988
29 H -6.85600 17.90700 -0.82400  O27 0.940
30 O -5.40500 17.80700 -7.09600  H31 1.002, H32 0.953
31 H -6.08200 18.27800 -7.66500  O30 1.002
32 H -5.23000 18.36500 -6.34400  O30 0.953